ORCA calculation (ωB97M-V/def2-TZVPD) on a single C4H2FNO molecule at a distorted geometry.

Each line ends with the Löwdin charge.
Geometry (Å):
N -1.32092 -1.44112 -1.75213  0.18
C -0.37840 -0.92572 -1.14754  -0.14
C 0.20348 -0.11364 -0.14440  -0.19
C 0.81862 1.23212 -0.33805  -0.14
O 0.80212 1.94506 -1.41018  0.02
C -0.27878 -0.54771 1.02176  -0.12
F -0.99374 -1.60895 1.17988  0.10
H 1.43302 1.55655 0.41458  0.09
H -0.28540 -0.09659 2.17608  0.21

Atomic forces in eV per Å
N 6.50 2.85 3.41
C -6.94 -2.81 -5.12
C -0.40 0.37 0.09
C -0.61 1.57 -6.29
O -0.47 -3.52 4.39
C 0.50 2.39 5.25
F -0.66 -1.48 -0.67
H 1.26 0.96 2.46
H 0.82 -0.33 -3.52

As for the HOMO-LUMO gap: 9.927 eV. The SMILES is N#C/C(C=O)=C\F. Its LUMO energy is -0.765 eV. The value obtained for the relative energy (zero: lowest compared OMol25 entry of this formula, charge and spin) is 42.8 kcal/mol. As for the total energy: -383.36527 a.u.

---

ORCA calculation (ωB97M-V/def2-TZVPD) on a single C4H2FNO molecule at a distorted geometry.

Each line ends with the Löwdin charge.
Geometry (Å):
N 1.96551 -1.77464 -0.04849  0.19
C 1.14155 -0.95969 -0.11009  -0.22
C 0.06953 -0.05374 0.02187  -0.19
C -1.32419 -0.62945 -0.07545  -0.18
O -2.28850 0.14761 -0.18742  0.03
C 0.36085 1.31271 0.13981  0.09
F 1.73163 1.54865 -0.21945  -0.03
H -1.40408 -1.80898 0.11825  0.17
H -0.25230 2.21754 0.36097  0.15

Atomic forces in eV per Å
N -0.95 0.94 -0.34
C 1.60 -1.52 0.37
C -0.77 2.99 -0.10
C -1.88 1.15 1.30
O 2.30 -2.55 0.08
C 2.13 -2.60 -1.67
F -3.11 0.31 1.41
H 0.00 2.34 -0.73
H 0.68 -1.05 -0.32

As for the HOMO-LUMO gap: 9.293 eV. The SMILES is N#C/C(C=O)=C\F. Its LUMO energy is -1.432 eV. The value obtained for the relative energy (zero: lowest compared OMol25 entry of this formula, charge and spin) is 20.5 kcal/mol. As for the total energy: -383.40075 a.u.

---

ORCA calculation (ωB97M-V/def2-TZVPD) on a single C4H2N2O molecule at a distorted geometry.

Each line ends with the Löwdin charge.
Geometry (Å):
N 2.59162 -0.86754 -0.12795  0.17
C 1.34450 -0.63041 -0.05567  -0.14
C 0.06526 -0.15276 0.30539  -0.30
C -0.20607 1.30100 0.07138  -0.09
N 0.08134 2.47881 -0.12141  0.17
C -1.12524 -1.10812 -0.07184  -0.12
O -2.31012 -0.64574 -0.11618  0.04
H 0.06932 -0.37376 1.29160  0.12
H -0.76976 -2.19744 -0.11227  0.15

Atomic forces in eV per Å
N -10.54 1.69 0.38
C 12.42 -1.77 -1.35
C -2.98 0.60 -2.82
C 3.12 6.50 -1.16
N -2.36 -7.39 1.21
C -3.94 1.91 0.03
O 5.51 -2.59 -0.01
H -0.23 -0.07 3.90
H -0.99 1.13 -0.18

As for the HOMO-LUMO gap: 10.795 eV. The SMILES is N#CC(C#N)C=O. Its LUMO energy is -0.602 eV. The value obtained for the relative energy (zero: lowest compared OMol25 entry of this formula, charge and spin) is 58.4 kcal/mol. As for the total energy: -338.24831 a.u.

---

ORCA calculation (ωB97M-V/def2-TZVPD) on a single C4H2N2O molecule at a distorted geometry.

Each line ends with the Löwdin charge.
Geometry (Å):
N -0.51160 0.72927 3.66001  0.16
C -0.50816 0.42417 2.50034  -0.22
C -0.53108 -0.04049 1.25884  -0.03
C -0.43562 -0.39601 0.12935  0.01
C -0.06150 -0.74366 -1.16734  -0.17
N 0.57632 0.19067 -1.75758  -0.01
O 0.94623 -0.10136 -3.06364  -0.07
H -0.20797 -1.81593 -1.66824  0.18
H 1.40331 0.72320 -3.46674  0.15

Atomic forces in eV per Å
N 0.07 -1.05 -4.81
C -0.29 1.74 7.44
C -0.14 -0.16 -0.96
C 0.12 -0.63 -0.21
C 0.47 -2.27 -2.72
N 0.20 0.67 -1.09
O 0.70 1.08 -0.41
H 0.07 2.44 1.20
H -1.20 -1.81 1.57

As for the HOMO-LUMO gap: 9.381 eV. The SMILES is N#CC#C/C=N/O. Its LUMO energy is -0.555 eV. The value obtained for the relative energy (zero: lowest compared OMol25 entry of this formula, charge and spin) is 80.5 kcal/mol. As for the total energy: -338.21311 a.u.

---

ORCA calculation (ωB97M-V/def2-TZVPD) on a molecular structure, C4H2N2O4S2 at a distorted geometry.

Each line ends with the Löwdin charge.
Geometry (Å):
C 0.17857 0.04199 1.59318  -0.49
C 2.39650 -0.88976 1.57131  -0.53
C 0.76609 0.10604 0.38275  -0.68
C -1.74250 -0.54002 -2.19400  -0.91
N 2.09553 -0.39525 0.39631  0.04
N 0.22692 0.49293 -0.69067  -0.14
O -2.29413 -1.11548 -1.22554  -0.12
O -1.03474 2.56943 -0.48846  -0.52
O -1.43048 -1.04517 -3.27121  -0.06
O -1.58405 0.84886 -2.11690  -0.26
S 1.14727 -0.73368 2.82432  0.78
S -1.26115 1.12601 -0.52982  0.80
H -0.86538 0.52214 1.87825  0.07
H 3.40155 -0.98803 1.87047  0.01

Atomic forces in eV per Å
C -3.02 0.89 4.13
C -1.60 1.52 -0.68
C 1.81 -1.62 1.46
C -1.41 -1.97 -0.89
N 0.29 -0.60 1.48
N -0.69 1.06 -3.07
O 0.27 0.43 0.19
O -0.42 1.64 0.23
O 0.44 0.15 -0.79
O -0.57 0.30 0.40
S 0.58 0.31 -1.43
S 0.74 0.18 -0.66
H 2.50 -1.44 -0.62
H 1.07 -0.84 0.26

As for the HOMO-LUMO gap: 4.810 eV. Its LUMO energy is 4.936 eV. The value obtained for the relative energy (zero: lowest compared OMol25 entry of this formula, charge and spin) is 19.2 kcal/mol. Its net charge is -2. As for the total energy: -1360.44108 a.u.

---

ORCA calculation (ωB97M-V/def2-TZVPD) on a single C4H2N2S2 molecule at a distorted geometry.

Each line ends with the Löwdin charge.
Geometry (Å):
C 2.68437 1.08666 -0.27261  -0.21
C -0.55968 -0.61917 -0.69439  -0.25
C 1.93267 -0.13117 -0.37831  -0.05
C 0.59795 -0.11190 -0.49436  -0.08
N 3.32649 2.04429 -0.29258  0.17
N -1.79208 -0.58981 -0.51757  -0.24
S -2.43614 1.01040 -0.43518  0.47
S -0.99275 2.22142 -0.02832  0.18
H 2.45400 -0.98589 -0.33416  0.07
H -3.10384 0.76924 0.67268  -0.07

Atomic forces in eV per Å
C 0.20 0.39 -0.20
C -2.14 -0.06 1.29
C -3.05 3.32 0.00
C 2.53 -0.12 -0.49
N -0.29 -0.43 0.17
N 1.19 -1.63 -0.77
S 0.22 1.50 -1.14
S -0.17 0.53 0.18
H 1.78 -3.13 0.00
H -0.26 -0.37 0.97

As for the HOMO-LUMO gap: 7.409 eV. Its LUMO energy is -1.659 eV. The value obtained for the relative energy (zero: lowest compared OMol25 entry of this formula, charge and spin) is 71.8 kcal/mol. As for the total energy: -1059.34951 a.u.

---

ORCA calculation (ωB97M-V/def2-TZVPD) on 2 unconnected molecules or ions with the total composition C4H2N3S at a distorted geometry.

Each line ends with the Löwdin charge.
Geometry (Å):
C -2.25383 -1.29202 0.04196  -0.15
C 0.89627 -0.98884 0.00069  -0.21
C 1.29426 1.10895 -0.00962  -0.29
C -0.27337 -0.30147 -0.03927  -0.13
N -3.26144 -1.83221 0.09106  -0.04
N 1.89446 -0.07062 0.01139  0.02
N -0.05419 1.02958 -0.03667  -0.62
S -1.12329 2.34310 -0.06554  0.25
H 1.07295 -2.04600 0.00907  0.08
H 1.80819 2.04953 -0.00308  0.10

Atomic forces in eV per Å
C 4.80 2.76 -0.23
C -0.08 -0.72 -0.01
C 0.14 -0.40 0.01
C -3.05 -1.76 0.19
N -0.88 -0.57 0.04
N 0.19 0.05 -0.02
N -0.01 -0.47 0.04
S -0.93 1.00 -0.02
H -0.06 -0.14 0.02
H -0.12 0.25 -0.02

As for the HOMO-LUMO gap: 6.394 eV. Its LUMO energy is 2.844 eV. The value obtained for the relative energy (zero: lowest compared OMol25 entry of this formula, charge and spin) is 43.5 kcal/mol. Its net charge is -1. As for the total energy: -716.00677 a.u.

---

ORCA calculation (ωB97M-V/def2-TZVPD) on a gas-phase ion, C4H2N5O2 (charge -1) at a distorted geometry.

Each line ends with the Löwdin charge.
Geometry (Å):
C 0.04627 1.54814 -0.12525  -0.10
C -0.67890 -1.49941 0.03418  0.05
C -1.43051 -0.37312 0.03117  -0.43
C 1.45103 1.15828 -0.01245  -0.56
N 2.13973 -1.27406 0.01803  -0.08
N -1.07677 0.89854 -0.08833  0.08
N 0.17134 -2.38185 -0.03911  0.00
N 1.52548 -2.37486 -0.03112  -0.10
N 1.56678 -0.15588 0.11449  0.07
O 2.36303 1.99649 0.01697  -0.06
O -2.82484 -0.53270 0.14674  -0.04
H -0.08410 2.62147 -0.24275  0.09
H -3.16854 0.36897 0.17743  0.08

Atomic forces in eV per Å
C -0.22 0.47 -0.10
C 3.31 0.61 0.10
C -1.11 0.39 0.02
C 0.94 0.19 0.01
N 1.69 1.87 -0.24
N 0.30 -0.07 -0.05
N -2.54 1.21 -0.08
N 1.06 -2.32 0.17
N -3.59 -2.26 0.17
O -0.01 0.36 -0.07
O -0.13 -0.48 0.05
H 0.11 0.06 0.06
H 0.19 -0.04 -0.03

As for the HOMO-LUMO gap: 6.996 eV. Its LUMO energy is 3.505 eV. The value obtained for the relative energy (zero: lowest compared OMol25 entry of this formula, charge and spin) is 48.0 kcal/mol. Its net charge is -1. As for the total energy: -577.75080 a.u.

---

ORCA calculation (ωB97M-V/def2-TZVPD) on 2 unconnected molecules or ions with the total composition C4H2NO3 at a distorted geometry.

Each line ends with the Löwdin charge.
Geometry (Å):
C 0.80250 1.15592 0.03790  -0.38
C 0.96463 -1.67551 -0.16350  -0.11
C -0.49160 0.66438 0.21082  -0.15
C -1.73996 0.16877 -0.10190  -0.48
N 0.98735 -2.62473 0.49103  0.03
O -2.54187 -0.28891 -0.88227  0.07
O -1.68855 0.91271 1.05824  0.04
O 1.68836 0.82036 -0.77585  -0.16
H 1.07593 1.72408 0.95623  0.11
H 0.94320 -0.85708 -0.83071  0.02

Atomic forces in eV per Å
C -1.50 -0.17 2.26
C -0.29 -2.16 0.79
C 1.37 -0.43 -1.42
C 0.55 0.67 -1.85
N 0.12 0.56 -0.29
O 0.18 0.12 1.50
O -0.98 0.10 0.71
O -0.02 0.14 -0.89
H 0.13 0.43 -0.32
H 0.44 0.74 -0.50

As for the HOMO-LUMO gap: 7.761 eV. Its LUMO energy is 4.058 eV. The value obtained for the relative energy (zero: lowest compared OMol25 entry of this formula, charge and spin) is 70.5 kcal/mol. Its net charge is -1. As for the total energy: -434.05224 a.u.

---

ORCA calculation (ωB97M-V/def2-TZVPD) on a gas-phase ion, C4H2NO3 (charge -1) at a distorted geometry.

Each line ends with the Löwdin charge.
Geometry (Å):
O 1.64257 -0.49521 1.68645  -0.05
C 1.73997 -0.62935 0.45393  -0.71
O 2.70975 -0.96048 -0.30408  -0.10
C 0.42026 -0.24574 -0.14625  -0.16
C -0.16107 1.16806 0.06155  0.01
O -1.45235 1.00003 -0.25533  -0.02
C -1.65201 -0.27308 -0.49101  -0.28
N -0.59282 -1.02247 -0.50212  0.11
H 0.01301 2.06458 0.43818  0.06
H -2.66730 -0.60634 -0.94132  0.14

Atomic forces in eV per Å
O 0.79 -0.32 0.42
C 1.55 -0.40 -1.19
O -1.41 0.38 1.25
C -0.89 5.83 1.51
C 0.91 -8.35 -2.52
O -1.20 0.72 0.29
C -2.58 -1.65 -2.33
N -0.58 -0.69 -0.12
H 1.55 3.61 1.53
H 1.86 0.86 1.16

As for the HOMO-LUMO gap: 7.584 eV. The SMILES is O=C([O-])c1cocn1. Its LUMO energy is 3.711 eV. The value obtained for the relative energy (zero: lowest compared OMol25 entry of this formula, charge and spin) is 36.9 kcal/mol. Its net charge is -1. As for the total energy: -434.10583 a.u.

---

ORCA calculation (ωB97M-V/def2-TZVPD) on a gas-phase ion, C4H2NOS2 (charge -1) at a distorted geometry.

Each line ends with the Löwdin charge.
Geometry (Å):
C 0.05271 -0.55755 0.04810  -0.33
C 0.70736 1.77361 -0.74592  -0.64
C -0.10602 0.94680 -0.00584  -0.56
C 0.71771 -1.33473 -0.70484  -0.64
N -0.78751 -1.09304 1.11897  0.10
O -1.23967 1.37412 0.37812  -0.09
S 1.72592 2.94602 -0.43148  0.49
S 1.55514 -1.92790 -1.89546  0.64
H -1.36649 -1.80287 0.86863  0.03
H -1.25915 -0.32446 1.36973  -0.01

Atomic forces in eV per Å
C -2.29 -0.28 3.08
C 0.26 -0.72 0.16
C -1.53 0.53 -0.89
C 1.83 0.11 -2.41
N 5.07 -0.46 -0.78
O 0.58 -0.34 0.37
S 0.69 0.65 -0.07
S 0.00 -0.59 0.17
H -1.84 -2.32 -1.14
H -2.77 3.43 1.51

As for the HOMO-LUMO gap (alpha / beta): 5.600 / 5.601 eV. Its LUMO energy (alpha / beta) is 2.982 / 2.982 eV. The value obtained for the relative energy (zero: lowest compared OMol25 entry of this formula, charge and spin) is 89.0 kcal/mol. Its net charge is -1. As for the total energy: -1079.91999 a.u.